A cluster of 2 separate species, C6H16NO in total in a non-equilibrium geometry. Source: the OMol25 dataset; level of theory: ωB97M-V/def2-TZVPD.

Relative energy (zero: lowest compared OMol25 entry of this formula, charge and spin) in kcal per mole: 0.0
HOMO energy (alpha / beta) in eV: -18.712 / -19.149
Gap between HOMO and LUMO (alpha / beta) in Ha: 0.4000 / 0.2855
Total energy in eV: -10000.5888
Total charge: +2
Spin multiplicity: 2

The geometry in XYZ format:
```
24
C6H16NO ωB97M-V/def2-TZVPD
C 0.30 1.43 -0.23
C 0.24 -0.14 -0.25
C -1.09 -0.61 -0.73
C -2.11 -1.09 0.11
C -2.11 -1.36 1.55
C -1.32 -0.55 -2.18
N 1.67 1.90 0.13
H -0.48 1.78 0.43
H 0.13 1.75 -1.22
H 1.00 -0.42 -0.99
H 0.45 -0.51 0.73
H -3.07 -1.33 -0.33
H -3.08 -1.72 1.86
H -1.37 -2.15 1.79
H -1.73 -0.50 2.12
H -2.28 -0.94 -2.55
H -0.54 -1.07 -2.74
H -1.40 0.51 -2.49
H 2.28 2.04 -0.68
H 1.58 2.80 0.61
H 2.12 1.26 0.81
H 4.27 0.06 1.54
H 3.24 -1.04 1.26
O 3.31 -0.10 1.46
```

The ion C6H16NS with charge +1 in a non-equilibrium geometry. Source: the OMol25 dataset; level of theory: ωB97M-V/def2-TZVPD.

Relative energy (zero: lowest compared OMol25 entry of this formula, charge and spin) in kcal per mole: 28.2
HOMO energy in eV: -13.532
Gap between HOMO and LUMO in Ha: 0.3827
Total energy in eV: -18799.4383
Total charge: +1

The geometry in XYZ format:
```
24
C6H16NS ωB97M-V/def2-TZVPD
C -0.38 -0.91 -1.91
C -0.27 -0.79 1.35
C 1.79 -0.45 0.08
C 0.89 1.45 1.25
C -0.30 0.33 -0.98
C 0.45 0.19 0.41
N -1.69 0.78 -0.79
S -0.68 2.40 1.50
H -1.00 -0.68 -2.82
H -0.98 -1.66 -1.44
H 0.52 -1.30 -2.16
H -1.31 -0.44 1.65
H 0.39 -0.84 2.24
H -0.32 -1.89 0.88
H 2.32 -0.50 0.98
H 2.45 0.22 -0.58
H 1.70 -1.43 -0.27
H 1.40 1.36 2.20
H 1.60 2.02 0.49
H 0.29 1.03 -1.60
H -2.06 1.26 -1.61
H -1.60 1.37 0.06
H -2.32 -0.10 -0.75
H -1.20 1.51 2.33
```

A cluster of 2 separate species, C6H16NS in total in a non-equilibrium geometry. Source: the OMol25 dataset; level of theory: ωB97M-V/def2-TZVPD.

Relative energy (zero: lowest compared OMol25 entry of this formula, charge and spin) in kcal per mole: 115.6
HOMO energy in eV: -10.567
Gap between HOMO and LUMO in Ha: 0.2232
Total energy in eV: -18795.6454
Total charge: +1

The geometry in XYZ format:
```
24
C6H16NS ωB97M-V/def2-TZVPD
C -2.83 -0.59 -1.00
C -1.62 -0.80 1.23
C 2.27 1.26 0.52
C -1.51 -0.82 -0.27
C -0.59 0.25 -0.76
C 2.33 -0.18 0.80
N -0.77 1.54 -0.53
S 2.97 -1.35 -0.37
H -3.12 0.36 -0.53
H -2.79 -0.57 -2.13
H -3.48 -1.50 -0.65
H -0.85 0.01 1.55
H -1.24 -1.73 1.66
H -2.69 -0.67 1.42
H 1.47 1.74 1.06
H 3.18 1.91 0.82
H 2.01 1.51 -0.47
H -1.06 -1.81 -0.64
H 0.39 0.00 -1.15
H 2.47 -0.57 1.72
H -1.67 1.70 -0.05
H -0.09 2.22 -0.51
H 2.88 -0.46 -1.38
H 4.36 -1.44 -0.35
```

A cluster of 2 separate species, C6H16NS2 in total in a non-equilibrium geometry. Source: the OMol25 dataset; level of theory: ωB97M-V/def2-TZVPD.

Relative energy (zero: lowest compared OMol25 entry of this formula, charge and spin) in kcal per mole: 27.9
HOMO energy in eV: -11.901
Gap between HOMO and LUMO in Ha: 0.3152
Total energy in eV: -29633.0198
Total charge: +1

The geometry in XYZ format:
```
25
C6H16NS2 ωB97M-V/def2-TZVPD
C -2.02 -0.36 0.91
C -0.76 -2.00 -0.58
C -0.36 2.50 0.42
C 0.71 1.47 -1.62
C -0.99 -0.63 -0.19
C 0.33 1.40 -0.29
N 0.18 0.10 0.28
S 3.30 -1.59 0.11
S 3.71 0.36 0.16
H -1.50 -0.46 1.91
H -2.34 0.65 0.96
H -2.80 -1.12 0.90
H -0.71 -2.81 0.20
H 0.07 -2.20 -1.29
H -1.51 -2.52 -1.29
H 0.05 3.47 0.17
H -1.43 2.68 0.24
H -0.18 2.31 1.49
H 0.97 2.43 -1.95
H 3.07 0.57 1.30
H 1.05 0.64 -2.11
H -1.39 0.07 -1.05
H 0.98 -0.52 -0.11
H 0.08 0.27 1.34
H 4.23 -1.98 -0.70
```

A cluster of 2 separate species, C6H16O in total in a non-equilibrium geometry. Source: the OMol25 dataset; level of theory: ωB97M-V/def2-TZVPD.

Relative energy (zero: lowest compared OMol25 entry of this formula, charge and spin) in kcal per mole: 54.4
HOMO energy in eV: -10.348
Gap between HOMO and LUMO in Ha: 0.4099
Total energy in eV: -8526.8736
Total charge: 0

The geometry in XYZ format:
```
23
C6H16O ωB97M-V/def2-TZVPD
C -1.39 -1.62 0.19
C -1.23 -0.12 -0.08
C -0.10 0.07 -1.07
C 1.18 0.76 -0.34
C 2.26 -0.16 0.24
C 3.18 -0.59 -1.02
H -0.55 -1.98 0.87
H -2.33 -1.83 0.73
H -1.35 -2.12 -0.82
H -2.22 0.34 -0.37
H -1.18 0.50 0.83
H 0.44 -0.74 -1.59
H -0.39 0.86 -1.93
H 0.63 1.58 0.22
H 1.60 1.40 -1.08
H 2.96 0.34 0.88
H 2.00 -1.08 0.76
H 3.68 0.36 -1.43
H 2.55 -0.85 -1.77
H 3.57 -1.48 -0.68
H -3.97 2.14 1.88
H -4.61 2.25 3.25
O -4.72 1.97 2.36
```

A cluster of 2 separate species, C6H16O in total in a non-equilibrium geometry. Source: the OMol25 dataset; level of theory: ωB97M-V/def2-TZVPD.

Relative energy (zero: lowest compared OMol25 entry of this formula, charge and spin) in kcal per mole: 32.8
HOMO energy in eV: -10.126
Gap between HOMO and LUMO in Ha: 0.4036
Total energy in eV: -8527.8097
Total charge: 0

The geometry in XYZ format:
```
23
C6H16O ωB97M-V/def2-TZVPD
C 1.71 -1.27 -0.07
C 3.19 -1.09 -0.42
C 0.86 -1.29 -1.37
O 1.67 -2.39 0.79
H 1.41 -0.37 0.49
H 3.55 -0.29 -1.05
H 1.58 -0.77 -2.01
H 0.80 -2.31 -1.75
H -0.08 -0.76 -1.35
H 0.79 -2.79 0.82
H 3.54 -1.85 -1.13
H 3.73 -1.04 0.52
C -2.47 1.61 0.22
C -2.67 0.41 1.14
C -1.25 2.50 0.45
H -3.31 2.29 0.25
H -2.36 1.05 -0.75
H -2.51 0.62 2.20
H -3.55 -0.19 0.85
H -1.28 3.25 -0.34
H -0.36 1.94 0.12
H -1.91 -0.34 0.99
H -1.07 3.07 1.37
```

A cluster of 2 separate species, C6H16O in total in a non-equilibrium geometry. Source: the OMol25 dataset; level of theory: ωB97M-V/def2-TZVPD.

Relative energy (zero: lowest compared OMol25 entry of this formula, charge and spin) in kcal per mole: 28.3
HOMO energy in eV: -10.361
Gap between HOMO and LUMO in Ha: 0.4067
Total energy in eV: -8528.0069
Total charge: 0

The geometry in XYZ format:
```
23
C6H16O ωB97M-V/def2-TZVPD
C 0.15 -2.21 -0.21
C 0.28 -1.24 -1.42
C -0.67 -0.01 -1.27
C -1.36 0.21 0.08
C -0.53 0.61 1.29
C -0.55 2.15 1.41
H -0.44 -1.90 0.65
H -0.35 -3.12 -0.58
H 1.05 -2.43 0.38
H 1.32 -0.96 -1.55
H 0.03 -1.93 -2.23
H -0.11 0.90 -1.45
H -1.53 -0.02 -1.98
H -1.92 -0.71 0.31
H -2.30 0.75 -0.09
H -0.89 0.14 2.21
H 0.48 0.22 1.16
H 0.41 2.54 1.75
H -1.34 2.49 2.08
H -0.81 2.45 0.39
H 2.92 0.89 -1.07
H 3.46 0.36 0.28
O 2.72 0.83 -0.13
```

A cluster of 2 separate species, C6H16O in total in a non-equilibrium geometry. Source: the OMol25 dataset; level of theory: ωB97M-V/def2-TZVPD.

Relative energy (zero: lowest compared OMol25 entry of this formula, charge and spin) in kcal per mole: 37.1
HOMO energy in eV: -10.855
Gap between HOMO and LUMO in Ha: 0.4324
Total energy in eV: -8527.6226
Total charge: 0

The geometry in XYZ format:
```
23
C6H16O ωB97M-V/def2-TZVPD
C 2.30 -0.70 0.90
C 0.88 -0.62 0.18
C -0.31 -0.01 0.97
C 0.14 1.49 1.25
C -1.54 0.11 0.06
C -1.53 1.15 -1.09
H 2.44 0.10 1.63
H 2.41 -1.63 1.41
H 2.92 -0.48 0.03
H 0.65 -1.66 -0.09
H 1.05 0.00 -0.68
H -0.64 -0.56 1.88
H -0.13 2.18 0.48
H 1.23 1.42 1.20
H 0.24 1.95 2.25
H -1.64 -0.87 -0.50
H -2.55 0.20 0.49
H -0.54 1.48 -1.47
H -2.11 0.76 -1.92
H -2.01 2.05 -0.68
H -0.52 -1.98 -2.89
H -0.53 -1.98 -1.31
O -0.21 -2.41 -2.09
```

A cluster of 2 separate species, C6H16O in total in a non-equilibrium geometry. Source: the OMol25 dataset; level of theory: ωB97M-V/def2-TZVPD.

Relative energy (zero: lowest compared OMol25 entry of this formula, charge and spin) in kcal per mole: 57.4
HOMO energy in eV: -10.164
Gap between HOMO and LUMO in Ha: 0.4078
Total energy in eV: -8526.7450
Total charge: 0

The geometry in XYZ format:
```
23
C6H16O ωB97M-V/def2-TZVPD
C -0.41 2.43 -0.49
C -1.63 1.87 -1.21
O 0.15 3.33 -1.52
H -0.69 3.05 0.43
H 0.51 1.72 -0.45
H -2.39 2.47 -1.69
H -0.66 3.76 -1.85
H -2.31 1.40 -0.47
H -1.22 1.17 -1.91
C 0.52 -1.07 0.89
C 1.80 -0.88 0.06
C -0.53 -1.59 -0.12
C 0.65 -2.15 2.06
H 0.01 -0.18 1.34
H 1.68 -1.44 -0.84
H -0.32 -2.64 -0.49
H -1.61 -1.56 0.22
H -0.61 -0.80 -0.97
H -0.18 -2.42 2.73
H 0.74 -3.08 1.44
H 2.77 -1.25 0.59
H 2.07 0.02 -0.24
H 1.67 -2.15 2.47
```

A cluster of 2 separate species, C6H16O2 in total in a non-equilibrium geometry. Source: the OMol25 dataset; level of theory: ωB97M-V/def2-TZVPD.

Relative energy (zero: lowest compared OMol25 entry of this formula, charge and spin) in kcal per mole: 31.8
HOMO energy in eV: -10.115
Gap between HOMO and LUMO in Ha: 0.3983
Total energy in eV: -10575.1638
Total charge: 0

The geometry in XYZ format:
```
24
C6H16O2 ωB97M-V/def2-TZVPD
C -1.16 0.41 2.88
O -1.35 -0.95 3.38
C -0.06 0.40 1.83
C -0.63 0.41 0.34
C 0.28 1.23 -0.60
C 1.68 1.70 -0.21
C 0.46 0.35 -1.87
H -0.76 0.89 3.78
H -2.14 0.78 2.58
H -1.96 -1.39 2.78
H 0.60 -0.46 1.97
H 0.60 1.25 1.87
H -0.59 -0.63 0.07
H -1.65 0.78 0.46
H -0.27 2.07 -1.03
H 1.98 2.39 -0.99
H 2.39 1.04 0.27
H 1.49 2.31 0.68
H -0.51 0.21 -2.36
H 0.83 -0.66 -1.68
H 1.19 0.74 -2.59
H -0.36 -3.62 -3.47
H -0.31 -4.98 -4.19
O 0.23 -4.25 -3.89
```